[1]
The following is a DFT calculation (ωB97M-V/def2-TZVPD) of a molecular structure, C3H4AgMgO4 in a non-equilibrium geometry.

```
! RIJCOSX wB97M-V def2-TZVPD def2/J DEFGRID3
* xyz 0 2
O 0.663 0.037 -0.599
O -0.845 1.661 0.893
C -2.166 1.928 0.539
C -2.645 0.777 -0.356
O -1.500 0.305 -1.067
C -0.563 -0.261 -0.250
H -2.825 1.978 1.427
H -2.293 2.884 -0.003
H -3.402 1.089 -1.086
H -3.028 -0.047 0.264
O -0.800 -1.335 0.356
Mg 0.799 2.038 -0.138
Ag 1.680 -2.390 0.179
*
```

ΔE to the lowest compared entry with this formula, charge and spin, eV: 0.000
Highest occupied orbital energy (alpha / beta), eV: -5.5195 / -8.6791
Orbital gap (alpha / beta), eV: 3.2 / 6.4

[2]
The following is a DFT calculation (ωB97M-V/def2-TZVPD) of a molecular structure, C5H12O3Rh in a non-equilibrium geometry.

```
! RIJCOSX wB97M-V def2-TZVPD def2/J DEFGRID3
* xyz 2 6
C 2.415 -2.925 -0.558
C 2.840 -1.521 -0.734
O 3.417 -0.866 0.164
Rh 4.837 0.424 0.175
H 2.592 -3.280 0.463
H 2.982 -3.532 -1.282
H 1.356 -3.026 -0.827
H 2.833 -1.095 -1.751
O 0.528 -0.275 0.020
H 1.255 0.021 0.677
C -3.047 1.644 1.103
O -2.082 0.931 0.374
C -0.927 1.680 0.097
C 0.049 0.846 -0.700
H -3.901 0.977 1.271
H -2.649 1.971 2.080
H -3.388 2.535 0.547
H -0.455 2.020 1.038
H -1.181 2.582 -0.492
H 0.889 1.487 -1.014
H -0.449 0.458 -1.600
*
```

ΔE to the lowest compared entry with this formula, charge and spin, eV: 0.083
Highest occupied orbital energy (alpha / beta), eV: -14.2429 / -18.5732
Orbital gap (alpha / beta), eV: 6.9 / 6.3

[3]
The following is a DFT calculation (ωB97M-V/def2-TZVPD) of C4H10N2O2 in the gas phase in a non-equilibrium geometry.

```
! RIJCOSX wB97M-V def2-TZVPD def2/J DEFGRID3
* xyz 0 1
O 1.851 0.629 -0.527
C 0.733 0.365 -1.282
N -0.428 1.168 -0.952
C -0.580 1.365 0.498
C -0.325 0.055 1.254
C 0.235 -1.439 0.279
O -0.546 -2.521 0.559
N 0.310 -1.072 -1.064
H 1.521 0.448 0.451
H 0.966 0.472 -2.345
H -0.390 2.059 -1.431
H -1.585 1.761 0.688
H 0.139 2.117 0.849
H -1.301 -0.372 1.503
H 0.150 0.220 2.224
H 1.227 -1.611 0.694
H -1.418 -2.411 0.159
H -0.561 -1.235 -1.559
*
```

ΔE to the lowest compared entry with this formula, charge and spin, eV: 3.384
Highest occupied orbital energy, eV: -8.3621
Orbital gap, eV: 9.1
Structure (SMILES): O[C@@H]1NCC[C@@H](O)N1

[4]
The following is a DFT calculation (ωB97M-V/def2-TZVPD) of a molecular structure, C13H23N4O7S2W in a non-equilibrium geometry.

```
! RIJCOSX wB97M-V def2-TZVPD def2/J DEFGRID3
* xyz 3 1
W -0.134 -0.852 0.415
N 1.259 0.654 0.271
C 1.682 0.872 1.669
C 2.283 2.283 1.850
C 1.449 3.511 1.408
C 0.317 3.929 2.348
N -0.732 2.922 2.452
C -1.622 2.549 1.535
N -2.240 1.376 1.616
N -1.915 3.346 0.497
C 0.534 0.485 2.676
O 0.486 1.169 3.747
O -0.413 -0.250 2.254
H 2.054 0.424 -0.367
H 0.730 1.451 -0.145
H 2.474 0.143 1.883
H 3.215 2.312 1.267
H 2.586 2.423 2.895
H 1.063 3.378 0.393
H 2.142 4.361 1.351
H -0.132 4.877 2.034
H 0.715 4.095 3.355
H -0.609 2.274 3.254
H -1.724 0.620 2.122
H -2.872 1.023 0.921
H -1.489 4.256 0.425
H -2.580 3.052 -0.201
O 1.585 -4.220 0.566
S 1.842 -2.714 0.434
O 3.331 -2.368 0.312
O 1.121 -1.872 1.616
O 0.970 -2.056 -0.764
C -1.561 -0.115 -3.493
S -0.827 -0.515 -1.886
O 0.586 -0.007 -1.906
C -0.719 -2.302 -2.133
C 0.494 -2.910 -2.470
C 0.560 -4.292 -2.657
C -0.585 -5.072 -2.504
C -1.796 -4.474 -2.159
C -1.864 -3.091 -1.971
H -0.930 -0.498 -4.300
H -1.634 0.972 -3.578
H -2.561 -0.549 -3.560
H 1.395 -2.311 -2.586
H 1.506 -4.758 -2.919
H -0.532 -6.149 -2.647
H -2.686 -5.085 -2.031
H -2.814 -2.641 -1.694
H -1.405 0.345 0.404
*
```

Highest occupied orbital energy (alpha / beta), eV: -18.7164 / -18.7214
Orbital gap (alpha / beta), eV: 4.4 / 4.5

Results for total energy: -20807.9160 -14504.4757 -11383.5190 -57605.6516 (in eV, following the order of the records).